C30H32N5O8Re as an isolated structure at a distorted geometry. Source: the Open Molecules 2025 dataset; level of theory: ωB97M-V/def2-TZVPD.

Last column: Löwdin spin population.
Geometry (Å):
Re (-0.077, -0.074, -0.625)  2.41
C (-6.013, -0.848, 0.939)  0.00
C (-4.536, -0.735, 1.162)  0.01
C (-3.985, 0.627, 1.444)  0.00
C (-2.656, 0.627, 2.142)  0.00
C (-2.209, 1.852, 2.630)  0.00
N (-0.979, 2.110, 3.036)  0.01
C (-0.368, 3.432, 3.208)  0.00
C (1.072, 3.361, 2.665)  0.00
C (1.649, 4.559, 1.905)  0.00
N (0.969, 4.944, 0.673)  0.00
C (1.260, 4.737, -0.591)  0.00
C (2.068, 3.807, -1.274)  0.00
C (2.201, 4.018, -2.664)  0.02
C (2.679, 3.072, -3.543)  0.00
C (2.781, 3.374, -5.017)  0.00
C (2.941, 1.788, -3.042)  0.01
C (2.731, 1.477, -1.719)  0.01
C (2.871, 0.134, -1.178)  0.07
N (1.938, -0.452, -0.499)  0.00
C (2.314, -1.655, 0.264)  0.01
C (1.974, -2.968, -0.442)  0.00
C (0.501, -3.099, -0.878)  0.01
N (-0.353, -2.077, -0.275)  0.03
C (-1.430, -2.443, 0.402)  0.00
C (-2.261, -1.570, 1.119)  0.04
C (-3.691, -1.773, 1.107)  0.00
C (-1.739, -0.348, 1.631)  0.03
O (-0.467, -0.070, 1.516)  0.06
C (2.479, 2.523, -0.719)  0.00
O (2.601, 2.269, 0.484)  0.00
H (-6.573, -0.506, 1.813)  0.00
H (-6.294, -1.879, 0.732)  0.00
H (-6.315, -0.225, 0.094)  0.00
H (-4.719, 1.240, 1.960)  0.00
H (-2.915, 2.676, 2.687)  0.00
H (-0.326, 1.346, 2.923)  0.00
H (-0.358, 3.677, 4.272)  0.00
H (-0.979, 4.179, 2.698)  0.00
H (1.154, 2.510, 1.993)  0.00
H (1.759, 3.172, 3.492)  0.00
H (2.671, 4.294, 1.655)  0.00
H (1.655, 5.446, 2.541)  0.00
H (0.160, 5.532, 0.805)  0.00
H (0.685, 5.378, -1.251)  0.00
H (1.893, 4.979, -3.065)  0.00
H (3.138, 4.390, -5.185)  0.00
H (1.797, 3.299, -5.490)  0.00
H (3.453, 2.683, -5.525)  0.00
H (3.239, 1.001, -3.729)  0.00
H (3.828, -0.377, -1.280)  0.00
H (1.795, -1.597, 1.221)  0.00
H (3.385, -1.634, 0.460)  0.00
H (2.223, -3.769, 0.254)  0.00
H (2.604, -3.069, -1.324)  0.00
H (0.129, -4.090, -0.620)  0.00
H (0.450, -2.988, -1.958)  0.00
H (-1.732, -3.488, 0.349)  0.00
H (-4.064, -2.770, 0.895)  0.00
O (-3.743, 1.522, 0.197)  0.01
C (-2.639, 1.327, -0.446)  0.01
O (-2.193, 0.208, -0.725)  0.03
C (-1.628, 2.506, -0.491)  0.01
O (-1.994, 3.651, -0.369)  0.01
O (-0.426, 2.044, -0.496)  0.07
O (1.668, -1.538, -3.159)  0.02
C (0.759, -0.835, -3.550)  0.02
C (0.339, -0.666, -4.993)  0.00
C (-0.788, 0.355, -4.945)  0.00
C (-0.896, 0.740, -3.484)  0.01
O (-1.620, 1.609, -3.060)  0.02
N (-0.022, -0.044, -2.721)  0.04
H (0.028, -1.637, -5.378)  0.00
H (1.193, -0.340, -5.587)  0.00
H (-1.750, -0.046, -5.264)  0.00
H (-0.602, 1.249, -5.538)  0.00

Output
* highest occupied orbital energy (alpha / beta): -10.13 / -10.17 eV
* charge: +1
* ⟨S²⟩: 3.783
* spin multiplicity: 4
* Kohn-Sham gap (alpha / beta): 6.996 / 6.023 eV
* LUMO energy (alpha / beta): -3.13 / -4.15 eV
* total energy: -2116.2019 hartree



C30H32NO3 as an isolated structure at a distorted geometry. Source: the Open Molecules 2025 dataset; level of theory: ωB97M-V/def2-TZVPD.

Last column: Löwdin charge in e.
Geometry (Å):
C (0.845, 1.340, 4.910)  -0.06
C (1.629, 1.133, 3.607)  -0.55
C (2.079, 2.503, 3.103)  -0.08
C (2.877, 0.293, 3.912)  -0.05
C (0.751, 0.402, 2.565)  -0.08
C (0.484, 0.914, 1.316)  0.00
C (-0.275, 0.219, 0.352)  -0.21
C (-0.482, 0.840, -0.986)  -0.04
C (-1.608, 0.270, -1.802)  -0.16
C (-2.887, 0.061, -1.232)  -0.01
C (-3.933, -0.440, -1.994)  0.02
C (-3.722, -0.690, -3.363)  -0.16
N (-4.706, -1.413, -4.093)  -0.33
O (-4.512, -1.654, -5.306)  0.05
O (-5.728, -1.804, -3.484)  0.04
C (-2.491, -0.388, -3.975)  0.03
C (-1.431, 0.007, -3.174)  -0.01
C (-0.725, -1.082, 0.659)  0.00
C (-0.642, -1.603, 1.926)  -0.08
C (-1.356, -2.913, 2.312)  -0.55
C (-0.309, -4.001, 2.574)  -0.05
C (-2.297, -3.396, 1.207)  -0.08
C (-2.189, -2.707, 3.583)  -0.05
C (0.204, -0.918, 2.908)  -0.30
O (0.487, -1.474, 4.001)  -0.05
H (0.547, 0.371, 5.320)  0.07
H (1.469, 1.864, 5.644)  0.08
H (-0.054, 1.936, 4.714)  0.09
H (2.685, 2.418, 2.193)  0.08
H (1.216, 3.152, 2.907)  0.08
H (2.694, 2.986, 3.874)  0.08
H (3.451, 0.122, 2.993)  0.09
H (3.514, 0.812, 4.639)  0.08
H (2.578, -0.675, 4.324)  0.07
H (0.873, 1.897, 1.034)  0.11
H (-0.667, 1.918, -0.846)  0.16
H (-3.047, 0.269, -0.171)  0.13
H (-4.906, -0.659, -1.559)  0.12
H (-2.389, -0.509, -5.052)  0.12
H (-0.438, 0.085, -3.619)  0.11
H (-1.189, -1.678, -0.130)  0.11
H (0.347, -3.687, 3.391)  0.08
H (-0.811, -4.937, 2.846)  0.08
H (0.294, -4.166, 1.674)  0.09
H (-3.045, -2.632, 0.958)  0.08
H (-1.744, -3.676, 0.302)  0.08
H (-2.833, -4.287, 1.557)  0.08
H (-2.934, -1.921, 3.415)  0.09
H (-2.703, -3.641, 3.836)  0.08
H (-1.537, -2.415, 4.410)  0.07
C (3.814, 1.778, -2.214)  -0.09
C (2.824, 1.213, -1.342)  -0.09
C (1.565, 1.301, -1.980)  -0.07
C (1.732, 1.953, -3.231)  -0.19
C (3.175, 2.217, -3.403)  -0.22
C (3.654, 2.683, -4.632)  -0.07
C (2.754, 2.899, -5.681)  -0.14
C (1.369, 2.703, -5.502)  -0.14
C (0.851, 2.273, -4.278)  -0.08
H (4.882, 1.848, -2.029)  0.08
H (3.027, 0.789, -0.358)  0.09
H (0.596, 0.746, -1.656)  0.04
H (4.726, 2.852, -4.759)  0.10
H (3.130, 3.235, -6.650)  0.08
H (0.693, 2.894, -6.338)  0.08
H (-0.227, 2.173, -4.130)  0.09

Output
* highest occupied orbital energy: -3.92 eV
* charge: -1
* Kohn-Sham gap: 4.816 eV
* LUMO energy: 0.90 eV
* total energy: -1442.6917 hartree